24
Properties=species:S:1:pos:R:3:lowdin_charge:R:1 method="wB97M-V/def2-TZVPD" e_tot_ev=-88067.5500 fmax_ha_per_bohr=0.09796 total_charge=0 multiplicity=1 orbital_gap_ha=0.309 e_homo_ev=-8.508
C -1.23 -1.84 -3.13 -0.096
N -1.48 -1.11 -1.97 0.105
C -1.22 -0.01 -1.63 -0.040
C -1.02 1.06 -0.85 -0.163
C 0.29 1.54 -0.31 -0.158
C 1.54 1.22 -0.64 -0.533
Br 1.94 -0.27 -1.77 0.742
N -2.17 1.91 -0.76 -0.362
O -3.05 1.82 -1.63 0.050
O -2.17 2.74 0.16 0.045
H -1.47 -2.97 -3.18 0.124
H -0.15 -1.73 -3.38 0.072
H -1.77 -1.41 -3.87 0.047
H 0.08 2.28 0.54 0.132
H 2.33 1.53 -0.01 0.037
C 2.01 -1.67 1.34 -0.009
N 1.55 -0.51 1.49 -0.029
O 1.42 -0.17 2.82 -0.196
C 0.29 0.39 3.32 -0.144
H 2.26 -2.02 0.45 -0.017
H 2.13 -2.35 2.24 0.111
H 0.10 1.50 3.13 0.103
H 0.50 0.31 4.35 0.065
H -0.68 -0.23 3.29 0.113


62
Properties=species:S:1:pos:R:3:lowdin_charge:R:1 method="wB97M-V/def2-TZVPD" e_tot_ev=-64214.8496 fmax_ha_per_bohr=0.05628 total_charge=0 multiplicity=1 orbital_gap_ha=0.283 e_homo_ev=-8.398
C 4.17 -0.69 0.39 -0.070
C 3.74 -1.31 -0.97 -0.213
O 2.93 -2.49 -0.80 -0.024
C 1.60 -2.22 -0.81 -0.449
O 1.15 -1.37 -0.07 0.110
C 0.67 -3.02 -1.73 -0.078
C -0.69 -3.34 -1.06 -0.162
C -1.89 -2.52 -1.63 -0.123
C -1.70 -1.07 -1.22 -0.193
C -1.11 -0.22 -2.06 -0.056
C -0.85 1.18 -1.72 -0.250
P 0.00 2.18 -3.00 0.761
N -0.29 3.73 -3.00 -0.313
C -1.22 1.64 -0.51 -0.272
O -0.97 2.94 -0.12 0.034
C -1.89 0.75 0.38 -0.248
N -2.34 1.01 1.61 -0.220
S -3.03 -0.30 2.19 1.046
N -2.79 -1.38 0.97 -0.150
C -2.17 -0.65 0.07 -0.331
H 5.25 -0.52 0.43 0.070
H 3.71 0.31 0.44 0.064
H 3.82 -1.28 1.24 0.077
H 3.24 -0.57 -1.61 0.103
H 4.66 -1.61 -1.48 0.119
H 0.47 -2.46 -2.66 0.115
H 1.23 -3.92 -2.02 0.120
H -0.60 -3.06 0.00 0.108
H -0.88 -4.43 -1.09 0.113
H -1.92 -2.63 -2.72 0.116
H -2.78 -2.95 -1.16 0.113
H -0.81 -0.59 -3.04 0.107
H -0.45 1.66 -4.25 0.009
H 1.39 1.92 -2.84 0.002
H -0.94 3.93 -2.25 -0.047
H -0.19 2.94 0.45 0.128
C 2.82 5.58 -3.18 -0.026
C 3.88 4.79 -2.46 -0.331
C 5.18 4.63 -3.20 -0.094
O 5.70 3.41 -2.65 0.068
C 4.63 2.68 -2.25 -0.549
O 4.68 1.54 -1.92 0.159
O 3.49 3.41 -2.30 0.059
H 1.84 5.39 -2.75 0.064
H 3.04 6.65 -3.12 0.089
H 2.77 5.30 -4.23 0.089
H 4.04 5.20 -1.46 0.159
H 5.87 5.46 -3.04 0.140
H 5.04 4.49 -4.28 0.139
C -4.94 -2.67 7.23 -0.021
C -4.45 -3.20 5.91 -0.335
C -4.26 -2.15 4.84 -0.141
O -4.42 -2.92 3.64 0.024
C -5.24 -3.96 3.94 -0.549
O -5.72 -4.69 3.15 0.176
O -5.42 -4.05 5.29 0.085
H -5.34 -3.48 7.84 0.089
H -4.13 -2.19 7.78 0.090
H -5.74 -1.94 7.09 0.088
H -3.54 -3.79 6.05 0.161
H -3.28 -1.68 4.87 0.115
H -5.03 -1.38 4.85 0.138


89
Properties=species:S:1:pos:R:3:lowdin_charge:R:1 method="wB97M-V/def2-TZVPD" e_tot_ev=-187371.2568 fmax_ha_per_bohr=0.00812 total_charge=+1 multiplicity=1 orbital_gap_ha=0.277 e_homo_ev=-10.499
Ga -0.02 -1.29 -2.33 0.504
O -0.55 1.61 -0.98 -0.314
P -1.45 1.97 0.15 0.748
C -1.72 0.48 1.20 -0.258
P -0.78 -0.94 0.62 0.857
O -1.19 -1.36 -0.79 -0.282
C 1.76 -0.38 3.06 -0.178
C 1.77 0.47 4.11 -0.030
C 1.88 1.91 4.01 -0.070
C 2.60 2.56 3.06 -0.081
C 3.32 1.95 1.97 -0.065
C 2.92 0.83 1.34 -0.014
C -1.10 -2.29 1.74 -0.266
C -1.31 -2.10 3.10 -0.076
C -1.46 -3.19 3.94 -0.060
C -1.41 -4.47 3.43 -0.054
C -1.21 -4.68 2.07 -0.052
C -1.06 -3.59 1.22 -0.059
C -0.76 3.24 1.22 -0.309
C -1.32 3.57 2.45 -0.088
C -0.78 4.61 3.20 -0.068
C 0.31 5.32 2.71 -0.071
C 0.87 4.99 1.48 -0.074
C 0.34 3.94 0.74 -0.064
C -3.10 2.49 -0.32 -0.272
C -3.53 3.80 -0.16 -0.062
C -4.79 4.17 -0.62 -0.062
C -5.61 3.24 -1.24 -0.061
C -5.17 1.93 -1.41 -0.063
C -3.92 1.56 -0.95 -0.095
H -2.76 0.15 1.14 0.088
H -1.49 0.69 2.25 0.070
H 1.79 0.06 5.11 0.121
H 1.52 2.49 4.85 0.109
H 2.76 3.62 3.22 0.104
H 4.23 2.44 1.65 0.116
H 3.54 0.37 0.58 0.099
H -1.33 -1.09 3.52 0.104
H -1.63 -3.03 5.00 0.113
H -1.53 -5.32 4.09 0.114
H -1.18 -5.68 1.66 0.114
H -0.92 -3.74 0.15 0.116
H -2.19 3.04 2.83 0.116
H -1.21 4.87 4.16 0.112
H 0.72 6.14 3.28 0.113
H 1.72 5.55 1.10 0.116
H 0.77 3.67 -0.22 0.113
H -2.90 4.54 0.32 0.107
H -5.13 5.20 -0.49 0.112
H -6.59 3.54 -1.60 0.112
H -5.81 1.21 -1.90 0.113
H -3.58 0.54 -1.11 0.095
Cl -2.03 0.23 -3.83 0.759
C -0.47 1.00 -3.91 -0.666
C 0.54 0.41 -3.15 -0.261
C 1.79 1.01 -3.21 -0.656
Cl 3.09 0.33 -2.29 0.747
C 2.03 2.15 -3.97 -0.699
Cl 3.59 2.86 -4.00 0.704
C 0.98 2.71 -4.70 -0.692
Cl 1.25 4.12 -5.64 0.712
C -0.29 2.13 -4.68 -0.699
Cl -1.58 2.81 -5.58 0.715
C 0.06 -4.18 -5.51 -0.064
C 1.15 -4.94 -5.09 -0.062
C 1.74 -4.68 -3.87 -0.022
C 1.24 -3.65 -3.06 -0.178
C 0.15 -2.87 -3.48 -0.119
C -0.42 -3.15 -4.71 -0.086
C 1.80 -3.37 -1.72 -0.178
C 2.56 -4.26 -0.97 0.034
C 2.78 -3.98 0.36 0.027
C 2.27 -2.82 0.97 -0.129
C 2.32 -2.77 2.43 -0.023
C 2.04 -1.78 3.30 -0.031
C 1.59 0.23 1.69 -0.252
C 1.01 -0.60 0.55 -0.231
C 1.65 -1.91 0.13 -0.190
N 1.43 -2.21 -1.17 0.092
H -0.40 -4.39 -6.47 0.111
H 1.54 -5.73 -5.72 0.111
H 2.60 -5.26 -3.55 0.110
H -1.26 -2.56 -5.07 0.093
H 2.91 -5.19 -1.40 0.119
H 3.30 -4.70 0.98 0.128
H 2.60 -3.72 2.88 0.116
H 2.12 -2.04 4.35 0.121
H 0.92 1.08 1.83 0.118
H 1.06 0.07 -0.32 0.084


52
Properties=species:S:1:pos:R:3:lowdin_charge:R:1 method="wB97M-V/def2-TZVPD" e_tot_ev=-41026.4655 fmax_ha_per_bohr=0.01613 total_charge=+1 multiplicity=1 orbital_gap_ha=0.334 e_homo_ev=-12.031
K 0.70 -0.10 -0.67 0.853
C 1.78 3.42 -0.13 -0.087
O 1.64 2.19 0.57 -0.273
C 1.24 2.39 1.92 -0.217
C 1.24 1.08 2.66 -0.201
N 0.19 0.19 2.19 -0.095
C 0.05 -1.02 2.99 -0.199
C -1.16 -1.78 2.54 -0.233
O -2.28 -0.96 2.79 -0.192
C -3.48 -1.50 2.28 -0.100
H 2.45 4.10 0.41 0.100
H 0.81 3.91 -0.26 0.089
H 2.22 3.21 -1.10 0.088
H 0.24 2.86 1.97 0.127
H 1.92 3.10 2.41 0.134
H 1.16 1.27 3.74 0.133
H 2.21 0.58 2.54 0.132
H -0.70 0.68 2.20 0.091
H -0.06 -0.79 4.05 0.132
H 0.94 -1.64 2.87 0.128
H -1.26 -2.73 3.09 0.135
H -1.10 -2.01 1.47 0.112
H -3.41 -1.64 1.19 0.090
H -4.28 -0.80 2.49 0.089
H -3.72 -2.46 2.74 0.094
C -3.14 2.60 1.50 -0.071
C -2.52 2.61 0.13 -0.280
O -2.04 1.27 -0.15 -0.120
H -2.41 2.34 2.27 0.069
H -3.93 1.85 1.55 0.081
H -3.56 3.57 1.76 0.086
H -1.67 3.31 0.10 0.099
H -3.24 2.92 -0.63 0.119
H -1.88 1.23 -1.09 0.059
C 0.56 -4.28 -2.09 -0.070
C 1.66 -3.62 -1.29 -0.293
O 1.17 -2.94 -0.12 -0.145
H -0.01 -3.56 -2.68 0.072
H -0.11 -4.84 -1.43 0.081
H 0.99 -5.00 -2.79 0.085
H 2.15 -2.85 -1.90 0.100
H 2.43 -4.34 -1.01 0.118
H 0.71 -3.58 0.43 0.083
C 2.13 0.39 -5.28 -0.068
C 2.21 0.09 -3.80 -0.296
O 1.03 -0.57 -3.29 -0.175
H 1.77 -0.49 -5.81 0.085
H 3.12 0.67 -5.65 0.085
H 1.47 1.24 -5.50 0.079
H 2.43 0.99 -3.21 0.108
H 3.02 -0.62 -3.64 0.119
H 0.30 0.05 -3.34 0.067